# 1
C4H8O5 | ωB97M-V/def2-TZVPD

Element x y z (Å)
O 0.20260 -1.78811 0.70912
C -0.33594 -0.41770 1.06421
O -2.50117 -0.77336 -0.19954
H 2.88597 0.84082 1.37974
O -0.50052 -0.39163 -1.26481
H 2.46251 1.69708 -0.16878
H -1.01346 -0.64228 1.92894
C -1.21631 -0.03810 -0.08741
H 0.26784 -1.62178 -0.34228
H -1.15290 -0.77608 -1.92438
C 2.33085 -0.26096 -0.29159
H -1.44032 1.70302 0.84837
H -0.42322 -2.53697 0.79696
H -2.76011 -1.03388 0.69544
O 2.03901 -1.25260 -0.89551
O -1.72292 1.39185 -0.07812
C 2.76398 0.78532 0.31339

Calculated values
total charge: 0
E_LUMO: 0.14 eV
multiplicity: 1
energy relative to the best compared isomer or geometry (same formula, charge and spin): 143.7 kcal per mole
Kohn-Sham gap: 7.790 eV
calculated total energy: -14509.5643 eV


# 2
C4H8O5P | ωB97M-V/def2-TZVPD

Element x y z (Å)
H -0.40203 0.21710 2.33239
O -1.57307 -2.16336 -0.57945
H -3.19079 0.33357 0.87282
C -1.49394 -0.99650 -0.30363
O -1.08325 1.21658 0.26999
P -2.82116 0.29073 -0.56286
C 1.30269 0.64412 -0.04526
C -0.36288 0.04030 0.37866
H 1.71433 0.82901 0.98398
O 1.06216 1.86226 -0.56284
O 2.06371 -1.65964 -0.13843
C 1.89972 -0.49531 -0.96294
H 1.33769 -1.41223 0.39990
O -0.32890 -0.45472 1.71021
H 1.34484 -0.51567 -1.91739
H 0.11179 2.09045 -0.41817
H -3.87636 -0.59920 -1.10898
H 2.85738 -0.09710 -1.22422

Calculated values
total charge: -1
E_LUMO: 3.80 eV
multiplicity: 1
energy relative to the best compared isomer or geometry (same formula, charge and spin): 45.6 kcal per mole
Kohn-Sham gap: 7.525 eV
SMILES: [O-]C1=[PH2]O[C@]1(O)[C@H](O)CO
calculated total energy: -23801.8900 eV


# 3
C4H8O8S2 | ωB97M-V/def2-TZVPD

Element x y z (Å)
S -1.33036 -14.85667 27.46356
C -0.71632 -17.14413 28.50721
O -1.56126 -14.20099 28.78282
O -4.62614 -11.27048 20.10497
O -2.42303 -16.00246 27.13382
O -1.00052 -14.03455 26.28866
C -2.03285 -17.21671 27.72945
H -2.82824 -10.05288 22.26198
C -4.10406 -10.04513 20.63182
H -4.75345 -9.20216 20.39564
H -2.76254 -17.79393 28.29731
H -0.88984 -17.01633 29.57569
H -4.27739 -9.21247 22.63745
S -5.26697 -12.21969 21.24659
H -0.15087 -18.04920 28.28536
H -1.95678 -17.86699 26.85798
H -3.12578 -10.07924 20.15233
C -3.90829 -10.09944 22.12253
O -0.07249 -16.02503 27.79536
O -4.68256 -13.54981 21.18520
O -6.70894 -12.01772 21.24517
O -4.53594 -11.39430 22.48194

Calculated values
total charge: 0
E_LUMO: 0.60 eV
multiplicity: 1
energy relative to the best compared isomer or geometry (same formula, charge and spin): 45.8 kcal per mole
Kohn-Sham gap: 11.770 eV
SMILES: O=S1(=O)OCCO1.O=S1(=O)OCCO1
calculated total energy: -42324.3669 eV


# 4
C4H8OS | ωB97M-V/def2-TZVPD

Element x y z (Å)
H -0.76934 -2.26145 -0.18125
C 0.69892 -0.87038 0.39751
C -0.31653 1.34622 -0.34941
H -0.84352 2.11543 0.28693
H -0.09502 -1.28370 -1.65411
H -0.26088 1.85715 -1.24139
H 1.20687 1.22226 1.20915
C -0.38019 -1.28576 -0.55908
O -2.30626 -0.03500 0.94742
H 1.80407 0.81182 -0.41856
H 1.69743 -1.24993 0.29465
C 0.90117 0.69889 0.26469
H 0.30491 -1.10821 1.42206
S -1.64163 0.04265 -0.41862

Calculated values
total charge: 0
E_LUMO: 0.77 eV
multiplicity: 1
energy relative to the best compared isomer or geometry (same formula, charge and spin): 29.1 kcal per mole
Kohn-Sham gap: 9.586 eV
calculated total energy: -17159.1873 eV


# 5
C4H8OS | ωB97M-V/def2-TZVPD

Element x y z (Å)
H 1.06484 0.87518 -1.93840
C 0.25387 -1.63754 0.60562
C 1.44655 0.17557 -1.19318
H -1.96553 1.50314 1.26924
H -0.58116 -2.19361 0.17109
H 0.24385 -1.77133 1.68363
C -1.52794 1.36508 0.26708
H 1.18030 -2.08212 0.25681
O -1.15370 0.05588 -0.09603
C 0.12841 -0.26055 0.26079
S 1.50595 0.84344 0.49717
H -0.57326 2.03752 0.06523
H -2.27619 1.69232 -0.49073
H 2.25400 -0.60298 -1.35833

Calculated values
total charge: 0
E_LUMO: 0.87 eV
multiplicity: 1
energy relative to the best compared isomer or geometry (same formula, charge and spin): 73.6 kcal per mole
Kohn-Sham gap: 9.018 eV
calculated total energy: -17157.2595 eV


# 6
C4H8OS | ωB97M-V/def2-TZVPD

Element x y z (Å)
O -1.90981 -0.69742 -0.72492
C -0.89033 -0.14729 1.68902
H -0.91444 0.88287 1.97573
C 0.22054 2.29631 -0.85966
H 0.04432 2.26991 0.22900
C 1.58226 -1.04396 -1.27146
H -0.69911 2.84706 -1.17374
S -0.74797 -0.03469 -0.16705
H -1.79645 -0.67424 1.86388
H 0.46475 -1.99056 0.14822
C 0.60735 -1.16231 -0.41771
H 2.39745 -1.86303 -1.44282
H 0.00717 -0.55449 2.04857
H 1.63425 -0.12816 -1.89707

Calculated values
total charge: 0
E_LUMO: -0.10 eV
multiplicity: 1
energy relative to the best compared isomer or geometry (same formula, charge and spin): 152.2 kcal per mole
Kohn-Sham gap: 8.890 eV
calculated total energy: -17153.8489 eV


# 7
C4H8OS | ωB97M-V/def2-TZVPD

Element x y z (Å)
H -1.46682 1.30209 -0.83523
H 1.47010 1.32225 -0.87463
C 1.34567 0.56328 -0.08571
H -1.86643 -1.65968 -0.71448
H -0.84890 1.34544 0.98553
C 2.34752 -0.49466 -0.20421
H -3.22334 -0.42886 -0.18261
H 1.42540 1.07960 0.83044
C -2.08142 -0.65219 0.14081
H 1.97875 -1.47310 0.00014
C -1.20484 0.63867 0.01553
O 0.04317 -0.22906 -0.29192
S 3.94266 -0.14293 0.05402
H -1.86153 -1.17085 1.16230

Calculated values
total charge: 0
E_LUMO: -0.50 eV
multiplicity: 1
energy relative to the best compared isomer or geometry (same formula, charge and spin): 94.0 kcal per mole
Kohn-Sham gap: 8.347 eV
calculated total energy: -17156.3739 eV


# 8
C4H8OS | ωB97M-V/def2-TZVPD

Element x y z (Å)
C -1.78132 0.83262 1.42167
H -0.26214 1.97817 0.50615
H -2.53796 1.65285 1.53246
O 0.79773 -0.53823 -0.85292
H -1.16773 0.93717 -0.77200
H 0.98535 -2.14946 -2.86206
C 0.27809 -0.04201 0.27624
H -2.25764 -0.15059 1.12268
S 2.27665 -2.31348 -2.46991
C -0.80496 1.00412 0.26259
H 2.76396 -1.13124 -0.39955
C 1.99650 -1.00739 -1.20525
H -1.23334 0.69559 2.39304
H 0.94682 0.23188 1.04686

Calculated values
total charge: 0
E_LUMO (alpha / beta): 0.64 / 0.52 eV
multiplicity: 1
energy relative to the best compared isomer or geometry (same formula, charge and spin): 103.7 kcal per mole
Kohn-Sham gap (alpha / beta): 8.136 / 7.791 eV
calculated total energy: -17155.9526 eV


# 9
C4H8OS | ωB97M-V/def2-TZVPD

Element x y z (Å)
H 1.20843 -1.00037 1.28764
C -2.09037 0.60708 0.18148
O 1.50659 -0.32171 -0.74157
H 2.57603 -2.00996 -0.12559
C -0.94996 -0.20674 -0.22631
H 3.18917 0.19587 0.64902
H -2.57991 1.78730 -0.10726
H 0.16903 0.68047 -1.64667
H 0.61992 1.75376 -0.12981
S -1.12399 -1.87091 -0.26888
C 2.14429 -0.72226 0.53708
C 0.31428 0.55800 -0.58452
H -2.13060 0.61448 1.39714
H -2.85292 -0.06500 -0.22174

Calculated values
total charge: 0
E_LUMO: -0.48 eV
multiplicity: 1
energy relative to the best compared isomer or geometry (same formula, charge and spin): 160.2 kcal per mole
Kohn-Sham gap: 8.381 eV
calculated total energy: -17153.5041 eV


# 10
C4H8OS | ωB97M-V/def2-TZVPD

Element x y z (Å)
H -0.32166 -0.80722 1.85701
S 1.74895 -0.80332 -0.27490
C 0.65022 0.27648 0.21897
H 1.66393 1.92851 -0.70968
H -0.11871 2.11226 -0.55842
C 0.79521 1.74919 -0.07528
H -1.64220 0.38013 -1.52735
H 0.99010 2.32646 0.85884
C -2.25946 0.06209 -0.69837
C -0.62160 -0.06531 1.00027
H -3.11178 -0.51473 -1.18167
H -2.72273 0.90610 -0.18217
H -1.05764 0.81220 1.40952
O -1.63109 -0.80318 0.21984

Calculated values
total charge: 0
E_LUMO: -0.29 eV
multiplicity: 1
energy relative to the best compared isomer or geometry (same formula, charge and spin): 36.4 kcal per mole
Kohn-Sham gap: 8.419 eV
SMILES: COCC(C)=S
calculated total energy: -17158.8717 eV


# 11
C4H8OS | ωB97M-V/def2-TZVPD

Element x y z (Å)
S 1.88273 -0.45174 -0.29197
H -2.10282 -2.23272 -0.06489
H -3.19905 -0.67276 -0.32099
H 0.07400 2.54025 0.21183
C -1.06591 -0.34255 0.07021
H 0.10093 -1.93014 0.63773
H -2.42854 1.49492 0.33356
H 0.45078 -0.25696 1.56680
C -2.23453 -1.03693 -0.10092
H 2.19263 0.67694 0.35291
C -1.23058 1.02579 -0.31587
H -1.35835 0.99490 -1.66447
C 0.25314 -0.75182 0.58373
O 0.22675 1.65580 0.27452

Calculated values
total charge: 0
E_LUMO: 0.59 eV
multiplicity: 1
energy relative to the best compared isomer or geometry (same formula, charge and spin): 123.1 kcal per mole
Kohn-Sham gap: 9.304 eV
calculated total energy: -17155.1114 eV


# 12
C4H8OS | ωB97M-V/def2-TZVPD

Element x y z (Å)
H -0.82819 0.44088 1.30944
C 0.44116 0.83539 -0.57032
H 0.74896 2.31221 0.92045
S 1.39198 -0.34388 0.36754
H 0.01638 2.92241 -0.60083
O -1.13865 -0.94161 -0.28796
C 0.78621 2.23467 -0.20685
H 1.93198 2.18991 -0.46009
H 0.34186 0.51389 -1.55543
C -0.33501 0.04906 0.40041
H -1.06172 -2.47123 1.10955
H 0.17094 -2.46379 -0.15483
C -0.86626 -2.28939 0.13880
H -1.59964 -2.98853 -0.40988

Calculated values
total charge: 0
E_LUMO: 0.93 eV
multiplicity: 1
energy relative to the best compared isomer or geometry (same formula, charge and spin): 49.1 kcal per mole
Kohn-Sham gap: 9.915 eV
SMILES: CO[C@H]1S[C@@H]1C
calculated total energy: -17158.3195 eV


Please write out number 10 again, unchanged.
C4H8OS | ωB97M-V/def2-TZVPD

Element x y z (Å)
H -0.32166 -0.80722 1.85701
S 1.74895 -0.80332 -0.27490
C 0.65022 0.27648 0.21897
H 1.66393 1.92851 -0.70968
H -0.11871 2.11226 -0.55842
C 0.79521 1.74919 -0.07528
H -1.64220 0.38013 -1.52735
H 0.99010 2.32646 0.85884
C -2.25946 0.06209 -0.69837
C -0.62160 -0.06531 1.00027
H -3.11178 -0.51473 -1.18167
H -2.72273 0.90610 -0.18217
H -1.05764 0.81220 1.40952
O -1.63109 -0.80318 0.21984

Calculated values
total charge: 0
E_LUMO: -0.29 eV
multiplicity: 1
energy relative to the best compared isomer or geometry (same formula, charge and spin): 36.4 kcal per mole
Kohn-Sham gap: 8.419 eV
SMILES: COCC(C)=S
calculated total energy: -17158.8717 eV